No. 1
Density functional theory data (the ωB97M-V functional and the def2-TZVPD basis) for 4 unconnected molecules or ions with the total composition C21H47O12PS at a distorted geometry.

Element x y z (Å)
C1 -0.156 -2.070 9.630
C2 0.571 -2.642 8.557
O1 1.573 -3.172 7.598
S1 0.758 -4.146 6.455
O2 -0.727 -3.633 6.436
O3 1.457 -3.977 4.874
C3 1.292 -2.570 4.445
C4 2.091 -2.178 3.068
C5 1.339 -1.092 2.103
P1 0.949 0.595 2.903
O4 0.426 0.526 4.399
O5 2.259 1.747 2.878
C6 3.469 1.238 3.538
C7 3.432 1.354 5.197
O6 -0.325 1.316 1.895
C8 -1.351 1.955 2.732
C9 -2.548 0.897 3.228
H1 -0.837 -1.884 10.593
H2 0.164 -2.214 4.403
H3 1.788 -1.914 5.311
H4 3.189 -1.911 3.369
H5 2.167 -3.188 2.435
H6 2.028 -0.864 1.157
H7 0.320 -1.500 1.633
H8 3.770 0.176 3.148
H9 4.356 1.965 3.206
H10 4.320 1.997 5.620
H11 3.494 0.268 5.672
H12 2.402 1.823 5.570
H13 -1.923 2.723 2.019
H14 -0.931 2.610 3.616
H15 -3.422 1.540 3.679
H16 -2.161 0.156 4.056
H17 -2.910 0.207 2.324
C10 -2.455 3.929 -4.122
O7 -1.587 4.886 -3.523
C11 -2.246 5.653 -2.511
C12 -1.849 5.178 -1.110
O8 -2.372 3.873 -0.840
C13 -1.376 2.862 -0.944
H18 -1.853 3.266 -4.750
H19 -2.969 3.324 -3.371
H20 -3.189 4.438 -4.754
H21 -3.334 5.626 -2.641
H22 -1.918 6.691 -2.635
H23 -2.290 5.854 -0.372
H24 -0.760 5.200 -0.980
H25 -0.683 2.937 -0.100
H26 -0.824 2.934 -1.885
H27 -1.871 1.888 -0.904
C14 -1.172 -6.364 -1.732
O9 -1.821 -6.519 -0.475
C15 -0.907 -6.419 0.622
C16 -1.016 -5.057 1.312
O10 -0.535 -4.008 0.465
C17 -1.595 -3.260 -0.121
H28 -1.940 -6.273 -2.505
H29 -0.547 -5.467 -1.756
H30 -0.563 -7.247 -1.947
H31 0.122 -6.612 0.295
H32 -1.183 -7.199 1.338
H33 -0.381 -5.062 2.202
H34 -2.047 -4.860 1.635
H35 -2.079 -2.643 0.641
H36 -2.334 -3.912 -0.596
H37 -1.170 -2.603 -0.884
C18 0.487 3.036 -5.461
O11 -0.112 2.255 -6.490
C19 0.370 2.612 -7.789
C20 1.382 1.585 -8.306
O12 2.596 1.628 -7.549
C21 2.693 0.549 -6.627
H38 0.215 2.598 -4.496
H39 1.577 3.044 -5.543
H40 0.104 4.059 -5.501
H41 0.801 3.620 -7.786
H42 -0.496 2.619 -8.458
H43 1.643 1.838 -9.338
H44 0.953 0.575 -8.305
H45 2.873 -0.385 -7.167
H46 1.791 0.457 -6.016
H47 3.543 0.739 -5.966

The value obtained for the frontier orbital gap is 9.29 eV. As for the molecular weight: 554.64 g/mol. As for the net charge: 0. For the HOMO energy, the calculation gives -9.2 eV.

***

No. 2
Density functional theory data (the ωB97M-V functional and the def2-TZVPD basis) for 2 unconnected molecules or ions with the total composition C3H4O2 at a distorted geometry.

Element x y z (Å)
C1 -2.473 -0.110 0.039
C2 -1.058 -0.226 -0.260
C3 0.018 0.100 0.693
O1 -3.524 -0.148 0.574
O2 -1.852 0.907 -0.603
H1 -0.361 -1.177 -1.789
H2 0.889 0.522 0.148
H3 0.389 -0.707 1.332
H4 -0.399 0.949 1.336

The value obtained for the frontier orbital gap is 9.41 eV. Its energy above the lowest of the compared OMol25 structures with the same formula, charge and spin is 467.6 kJ/mol. As for the molecular weight: 72.06 g/mol. As for the net charge: 0. For the HOMO energy, the calculation gives -10.1 eV.

***

No. 3
Density functional theory data (the ωB97M-V functional and the def2-TZVPD basis) for a molecular structure, C6H14Cl4FGaNO.

Element x y z (Å)
N1 2.544 1.113 -1.674
Ga1 1.906 2.920 -1.870
F1 2.265 3.435 -3.590
C1 -0.106 3.010 -1.560
C2 -0.827 1.723 -1.581
O1 -1.799 1.437 -0.893
H1 2.136 0.701 -0.837
H2 3.545 1.098 -1.507
H3 2.670 3.946 -0.881
H4 -0.331 3.504 -0.608
H5 -0.518 3.635 -2.365
H6 -0.470 0.929 -2.262
Cl1 0.615 -1.309 -2.698
C3 -0.352 -2.759 -2.364
C4 -1.135 -2.588 -1.087
Cl2 -0.072 -2.572 0.350
H7 0.312 -3.619 -2.316
H8 -1.047 -2.895 -3.192
H9 -1.829 -3.417 -0.954
H10 -1.691 -1.653 -1.094
Cl3 0.611 0.387 3.050
C5 -0.429 -1.000 3.440
C6 -1.216 -0.789 4.706
Cl4 -0.184 -0.780 6.166
H11 0.202 -1.882 3.508
H12 -1.115 -1.128 2.605
H13 -1.929 -1.602 4.831
H14 -1.755 0.155 4.680

The value obtained for the frontier orbital gap is 7.10 eV. As for the molecular weight: 346.72 g/mol. As for the net charge: -1. For the HOMO energy, the calculation gives -4.6 eV.